{
  "formula": "C33H41Cl2FGe2N2OSSeSiTi",
  "method": "wB97M-V/def2-TZVPD",
  "spin_multiplicity": 2,
  "homo_lumo_gap_ev": [7.23, 5.39],
  "energy_ha": -10579.35862,
  "fmax_ev_per_a": 1.4,
  "homo_ev": [-11.02, -11.02],
  "total_charge": 1,
  "symbols": ["Ti", "Cl", "C", "C", "C", "C", "C", "Cl", "C", "S", "H", "H", "H", "C", "Si", "C", "C", "N", "C", "C", "C", "C", "C", "C", "F", "H", "H", "H", "H", "H", "H", "H", "H", "H", "H", "H", "H", "H", "C", "Ge", "C", "C", "Ge", "C", "C", "C", "C", "C", "C", "C", "C", "C", "C", "C", "C", "H", "H", "H", "H", "H", "H", "H", "H", "H", "H", "H", "H", "H", "H", "H", "H", "H", "H", "H", "Se", "C", "N", "C", "C", "O", "H", "H", "H", "H", "H", "H"],
  "positions_angstrom": [[-0.981, -0.722, -0.087], [-2.282, -2.904, 0.495], [-1.133, -4.209, 0.300], [-1.591, -5.507, 0.374], [-0.674, -6.529, 0.189], [0.657, -6.240, -0.067], [1.081, -4.924, -0.133], [2.746, -4.608, -0.470], [0.187, -3.867, 0.057], [0.792, -2.214, -0.008], [-2.635, -5.712, 0.562], [-1.000, -7.558, 0.237], [1.375, -7.031, -0.227], [-0.785, 0.060, 4.760], [-0.408, -0.696, 3.097], [-0.521, -2.525, 3.382], [1.332, -0.187, 2.727], [-1.474, -0.163, 1.699], [-2.827, 0.248, 1.952], [-3.311, 0.802, 3.142], [-4.653, 1.117, 3.305], [-5.572, 0.893, 2.291], [-5.128, 0.367, 1.088], [-3.790, 0.083, 0.972], [-3.338, -0.419, -0.228], [0.016, -0.329, 5.397], [-1.730, -0.265, 5.192], [-0.732, 1.149, 4.796], [-0.168, -2.705, 4.401], [0.108, -3.109, 2.704], [-1.543, -2.902, 3.321], [1.828, 0.067, 3.668], [1.360, 0.694, 2.097], [1.915, -0.969, 2.245], [-2.632, 1.017, 3.941], [-4.978, 1.545, 4.244], [-6.617, 1.131, 2.426], [-5.790, 0.174, 0.255], [-0.109, 4.205, -1.077], [0.997, 3.000, -0.017], [0.210, 3.046, 1.761], [2.802, 3.719, -0.020], [1.241, 0.645, -0.993], [1.316, 0.802, -2.933], [1.488, 2.078, -3.464], [1.671, 2.263, -4.832], [1.683, 1.168, -5.680], [1.530, -0.111, -5.158], [1.348, -0.293, -3.797], [3.023, -0.011, -0.569], [3.642, -0.949, -1.403], [4.954, -1.333, -1.189], [5.681, -0.777, -0.142], [5.088, 0.156, 0.693], [3.764, 0.525, 0.486], [0.116, 5.191, -0.662], [-1.177, 4.029, -0.953], [0.124, 4.220, -2.138], [-0.302, 4.005, 1.869], [0.980, 2.980, 2.527], [-0.506, 2.242, 1.921], [2.697, 4.805, 0.013], [3.349, 3.442, -0.920], [3.367, 3.385, 0.847], [1.506, 2.948, -2.823], [1.805, 3.261, -5.227], [1.817, 1.308, -6.744], [1.555, -0.973, -5.813], [1.238, -1.299, -3.418], [3.100, -1.393, -2.229], [5.414, -2.062, -1.843], [6.708, -1.075, 0.022], [5.650, 0.592, 1.508], [3.319, 1.238, 1.164], [-1.691, -1.261, -2.465], [-0.890, -2.884, -2.805], [-0.383, -3.897, -3.020], [-3.614, 2.581, -1.675], [-2.283, 1.962, -2.017], [-1.645, 1.404, -0.828], [-4.082, 2.959, -2.584], [-3.500, 3.424, -0.990], [-4.285, 1.852, -1.223], [-1.593, 2.690, -2.447], [-2.387, 1.153, -2.729], [-1.841, 1.987, -0.082]],
  "mulliken_spin": [0.530, 0.009, 0.000, -0.006, 0.002, 0.001, -0.003, 0.001, 0.052, 0.017, 0.001, 0.000, 0.000, -0.001, -0.004, -0.001, 0.006, -0.025, 0.006, -0.006, 0.002, -0.003, 0.005, 0.004, 0.003, 0.000, 0.000, 0.000, 0.000, 0.000, 0.000, 0.000, 0.020, 0.004, -0.001, 0.000, 0.000, 0.000, 0.028, 0.127, 0.011, 0.022, 0.060, 0.018, 0.036, 0.003, 0.004, -0.001, -0.002, 0.095, 0.010, -0.006, 0.023, -0.011, -0.005, 0.003, -0.006, 0.000, 0.001, 0.001, 0.001, 0.010, -0.001, -0.002, -0.009, 0.000, 0.000, 0.000, -0.003, 0.000, 0.000, 0.001, 0.000, 0.000, -0.013, 0.006, -0.001, 0.000, 0.006, -0.015, 0.000, 0.000, 0.000, -0.004, -0.002, 0.002]
}